(1)
50
Properties=species:S:1:pos:R:3 method="wB97M-V/def2-TZVPD" homo_lumo_gap_ev="5.60 / 5.50" total_energy_ha=-1805.35266 lumo_ha="-0.124 / -0.127" homo_energy_ev="-9.0 / -9.0"
H 0.66076 3.12349 -0.62599
N 0.23183 1.58654 -2.03019
B -0.13307 0.22795 -4.16735
N 0.22901 1.54126 -3.40813
C 0.59241 2.74346 -3.89614
Cd -0.08260 -0.10013 -0.43592
H 0.66176 2.88858 -4.96607
C 0.82485 3.59738 -2.82389
H 1.12834 4.62105 -2.86107
C 0.58700 2.83246 -1.66713
H -0.04504 0.36338 -5.34821
C -0.99272 -1.97168 0.40046
H -1.05895 -1.90154 1.48879
H -0.26156 -2.75690 0.13883
H -1.95658 -2.22124 -0.06175
N -1.58604 -0.16148 -3.75466
N 0.83428 -0.86388 -3.63088
N -1.87097 -0.30659 -2.42305
N 0.94703 -1.10651 -2.28126
C -2.70771 -0.37531 -4.48212
C 1.68984 -1.65822 -4.30243
H -2.67026 -0.28486 -5.56033
H 1.75724 -1.58343 -5.37834
C -3.73976 -0.68552 -3.59597
C 2.35569 -2.45723 -3.37997
C -3.15542 -0.63826 -2.30499
C 1.85525 -2.08427 -2.11590
H -4.76115 -0.91499 -3.82259
H 3.09572 -3.19966 -3.57377
H -3.60833 -0.82958 -1.34577
H 2.10803 -2.46589 -1.13524
H -1.48417 0.63026 0.65372
C -0.62297 1.04222 7.17475
C -0.07414 0.63368 5.83116
C 0.26009 -0.70661 5.59867
C 0.83556 -1.09702 4.39042
C 1.08850 -0.13346 3.41179
C 0.68056 1.19231 3.58676
C 0.11037 1.57406 4.80391
S 2.07051 -0.58812 1.98139
O 3.44958 -0.35912 2.32500
O 1.66312 -1.94947 1.68657
O 1.59032 0.40745 0.96168
H -1.55666 0.51074 7.41052
H 0.08059 0.81976 7.99176
H -0.83367 2.11746 7.20002
H 0.08013 -1.44711 6.38145
H 1.09849 -2.13161 4.20421
H 0.82074 1.91146 2.78324
H -0.18587 2.61472 4.97400

(2)
9
Properties=species:S:1:pos:R:3 method="wB97M-V/def2-TZVPD" homo_lumo_gap_ev="7.00 / 7.85" multiplicity=3 total_energy_ha=-641.16569 lumo_ha="0.021 / -0.105" homo_energy_ev="-6.4 / -10.7"
C 0.08846 -0.78171 -1.00840
N -0.79615 -0.10222 -0.18250
N 1.55604 -0.66858 -0.50415
O -0.11614 -1.43157 -1.95421
O 3.93884 -1.29572 -0.73051
P 2.61877 -1.77796 -1.13791
H -0.69093 0.83606 0.11783
H -1.80829 -0.31743 -0.30125
H 1.95742 -0.13441 0.36492

(3)
17
Properties=species:S:1:pos:R:3 method="wB97M-V/def2-TZVPD" homo_lumo_gap_ev=9.82 smiles="CC(=O)Nc1ncccn1" total_energy_ha=-472.27068 lumo_ha=0.019 homo_energy_ev=-9.3
C -3.30623 -0.06755 -0.38335
C -1.95641 0.16279 0.23495
O -1.75330 0.96129 1.13981
N -0.94681 -0.70100 -0.18274
C 0.39192 -0.36486 -0.02809
N 1.34486 -1.22304 0.27672
C 2.59921 -0.85039 0.33228
C 2.92120 0.45955 0.08318
C 2.01291 1.31688 -0.22739
N 0.70102 0.97689 -0.23774
H -4.06128 -0.56504 0.46487
H -3.21321 -0.89432 -1.12611
H -3.49091 1.01074 -0.78578
H -0.92379 -1.81222 0.24914
H 3.28625 -1.52181 0.57556
H 4.14153 0.75371 0.08345
H 2.25305 2.35837 -0.46878

(4)
29
Properties=species:S:1:pos:R:3 method="wB97M-V/def2-TZVPD" homo_lumo_gap_ev="10.45 / 3.96" multiplicity=2 total_energy_ha=-1810.23173 lumo_ha="-0.298 / -0.513" homo_energy_ev="-18.6 / -17.9" charge=+2
K -0.19733 2.80281 -1.22943
C 4.19424 0.73185 0.83960
C 3.32302 1.34513 -0.25692
O 3.16642 0.41862 -1.36071
C 2.00016 -0.21880 -1.52275
O 0.91653 0.19244 -1.04386
C 1.91262 -1.19261 -2.68923
F 1.42073 -2.33677 -2.23662
F 0.98583 -0.70054 -3.56356
F 3.07846 -1.27622 -3.28341
H 3.74592 -0.14079 1.31459
H 4.38255 1.37520 1.69911
H 5.17860 0.47658 0.44721
H 3.76363 2.23200 -0.71239
H 2.37614 1.54783 0.24350
C -3.11943 0.14981 3.25049
C -2.58811 0.46120 1.84073
O -3.05602 -0.50990 0.98799
C -2.63263 -0.46988 -0.29730
O -2.01894 0.49923 -0.75930
C -3.07952 -1.63819 -1.25500
F -3.66797 -2.57494 -0.47646
F -3.96119 -1.14032 -2.16776
F -2.06379 -2.22628 -1.91532
H -4.20525 0.05478 3.25744
H -2.69438 0.87147 3.94811
H -2.67836 -0.80510 3.53631
H -1.51031 0.61439 1.78634
H -2.97165 1.45702 1.61860

(5)
71
Properties=species:S:1:pos:R:3 method="wB97M-V/def2-TZVPD" homo_lumo_gap_ev="7.29 / 7.34" multiplicity=4 total_energy_ha=-3060.22520 lumo_ha="0.013 / 0.007" homo_energy_ev="-6.9 / -7.2"
P -0.15772 -1.96763 -3.87499
P 0.41405 1.47434 -3.33966
C -0.32625 -0.68319 -5.16484
C 0.52477 0.58947 -4.97991
H -1.39997 -0.44390 -5.22230
H -0.03058 -1.20896 -6.08518
H 1.59043 0.36117 -5.14046
H 0.22852 1.32636 -5.74263
C -1.19362 2.33949 -3.52043
H -1.37110 2.92383 -2.60536
H -2.01223 1.61489 -3.65015
H -1.13563 3.01445 -4.38964
C 1.56880 2.88032 -3.58297
H 1.28078 3.47301 -4.46370
H 2.59851 2.51752 -3.70756
H 1.54347 3.52604 -2.69229
C -1.33036 -3.30042 -4.23349
H -1.32131 -4.03658 -3.41497
H -1.01101 -3.78610 -5.16765
H -2.34524 -2.89603 -4.34292
C 1.41706 -2.78169 -4.34741
H 2.23728 -2.05585 -4.46633
H 1.21177 -3.29110 -5.29713
H 1.69058 -3.52255 -3.58058
Co 0.39320 1.02197 1.53711
C 0.74220 0.98325 -0.69597
C -0.63322 0.61083 -0.58229
C -1.14587 -0.60241 -1.25159
C -1.09033 -1.96710 -0.52136
C -0.01631 -2.89603 -1.06457
C 1.24835 -2.53480 -1.39053
C 1.80285 -1.17512 -1.76632
C 1.90142 0.04577 -0.79009
C 1.34968 -0.66053 2.30468
H 0.98787 2.03881 -0.90193
H -1.32687 1.45461 -0.54961
H -0.55273 -0.69512 -2.19426
H -2.18495 -0.42151 -1.59110
H -0.99873 -1.82220 0.56776
H -2.07271 -2.45303 -0.68832
H -0.25108 -3.96494 -1.05641
H 2.00563 -3.32615 -1.46356
H 1.27354 -0.76785 -2.66568
H 2.83733 -1.34967 -2.13212
H 2.23636 -0.27782 0.20329
H 2.73626 0.66699 -1.17118
H 2.03332 -0.25495 3.06982
H 1.93031 -1.38360 1.70284
H 0.58409 -1.26004 2.81709
C -0.78304 -1.44013 6.70507
N -1.07232 -0.19630 6.01887
C -2.47331 0.16286 6.06998
C -0.42112 -0.03426 4.71811
C -0.27593 1.41941 4.36665
C 0.00916 2.34885 5.38473
C 0.20049 3.69728 5.07598
C 0.01674 4.18134 3.77354
C -0.33928 3.27792 2.74926
C -0.37802 1.91469 3.06346
H -1.32507 -2.30943 6.28132
H -1.08933 -1.35344 7.75651
H 0.29407 -1.65593 6.67271
H -2.63740 1.10740 5.53968
H -3.11579 -0.62103 5.62043
H -2.76707 0.27327 7.12716
H 0.58165 -0.48945 4.80453
H -0.98330 -0.59872 3.94786
H 0.09405 1.97973 6.40605
H 0.44857 4.38009 5.88626
H 0.13390 5.25306 3.57791
H -0.57821 3.62659 1.74079

(6)
74
Properties=species:S:1:pos:R:3 method="wB97M-V/def2-TZVPD" homo_lumo_gap_ev=3.66 total_energy_ha=-11975.89715 lumo_ha=0.125 homo_energy_ev=-0.2 charge=-2
Na 0.80980 0.48159 2.22157
C -2.47757 -3.61870 2.26892
Se -2.18891 -1.92991 1.34121
C -1.53636 -2.72095 -0.32246
C -0.10672 -3.23443 -0.26851
Se 1.14606 -1.72377 -0.10180
C 2.69141 -2.82020 0.30236
H -3.26833 -4.18756 1.78229
H -2.77623 -3.38537 3.28987
H -1.55967 -4.20264 2.29899
H -1.64515 -1.94236 -1.07946
H -2.22697 -3.52848 -0.57519
H 0.11207 -3.80490 -1.17497
H 0.04127 -3.89922 0.58798
H 2.94689 -3.44721 -0.55109
H 2.49237 -3.43618 1.17968
H 3.48912 -2.10644 0.50744
Cl -2.37987 1.78844 1.55861
C -2.31075 1.48659 3.30171
C -1.12935 0.99972 3.83404
C -1.16515 0.81698 5.20505
Cl 0.28860 0.21549 6.00287
C -2.27347 1.07802 6.00927
Cl -2.23950 0.82047 7.72806
C -3.43661 1.55658 5.41283
Cl -4.84099 1.88912 6.37597
C -3.46012 1.76723 4.03717
Cl -4.90724 2.36989 3.29066
Br 0.65363 -5.50867 4.15044
C 1.65362 -3.90976 3.90787
C 3.03265 -3.93312 4.02029
C 3.70997 -2.74454 3.81738
C 2.98813 -1.59777 3.50881
N 1.65905 -1.59161 3.41962
C 0.99674 -2.72508 3.61617
H 3.55221 -4.85480 4.24616
H 4.78964 -2.70669 3.87461
H 3.47705 -0.65542 3.27542
H -0.08305 -2.68197 3.53573
F 4.60013 1.34131 -6.31491
C 3.74912 1.34253 -5.24679
C 2.39206 1.32664 -5.48640
C 1.53354 1.32561 -4.39157
C 2.01420 1.34073 -3.08194
C 3.39489 1.35377 -2.89237
C 4.27096 1.35477 -3.97281
Sb 0.66849 1.39442 -1.36326
C -0.95905 0.49666 -2.60324
C -0.77220 -0.67859 -3.33678
C -1.83799 -1.38882 -3.88160
C -3.11459 -0.91295 -3.67149
F -4.16976 -1.59870 -4.20006
C -3.36156 0.23027 -2.94215
C -2.27609 0.92155 -2.41295
C -0.03806 3.41433 -1.77329
C -0.25233 3.95938 -3.03817
C -0.78016 5.23425 -3.20126
C -1.08810 5.96451 -2.07220
F -1.60936 7.21466 -2.22621
C -0.88766 5.47717 -0.80048
C -0.35982 4.19648 -0.66404
H 2.02120 1.30908 -6.50360
H 0.46696 1.29371 -4.57838
H 3.78495 1.35312 -1.87576
H 5.34382 1.36377 -3.82591
H 0.23384 -1.05887 -3.48503
H -1.68921 -2.29807 -4.45133
H -4.38062 0.56251 -2.78887
H -2.47042 1.81681 -1.82855
H -0.00318 3.38731 -3.92275
H -0.95128 5.66122 -4.18150
H -1.14010 6.08319 0.05979
H -0.19688 3.80138 0.33304
Te 3.34601 1.04246 0.78730

(7)
18
Properties=species:S:1:pos:R:3 method="wB97M-V/def2-TZVPD" homo_lumo_gap_ev=10.30 smiles="CCC[C@@H](N)C=O" total_energy_ha=-327.07949 lumo_ha=0.031 homo_energy_ev=-9.5
C 1.79413 -0.61184 -1.25714
C 1.32002 0.67621 -0.54581
C -0.18915 0.83737 -0.42422
C -0.78661 -0.22030 0.51849
N -0.52560 0.10198 1.90836
C -2.29034 -0.37472 0.28965
O -3.00497 -1.04147 0.98272
H 1.73624 -1.43301 -0.53144
H 2.84071 -0.42673 -1.48525
H 1.09980 -0.95744 -2.00517
H 1.76384 0.62868 0.44832
H 1.68143 1.56849 -1.04111
H -0.72238 0.81189 -1.38348
H -0.44262 1.81956 -0.02854
H -0.35467 -1.20612 0.30957
H 0.14396 -0.52160 2.33230
H -1.37415 0.10591 2.45607
H -2.68964 0.24313 -0.54332

(8)
95
Properties=species:S:1:pos:R:3 method="wB97M-V/def2-TZVPD" homo_lumo_gap_ev=7.07 total_energy_ha=-71684.32617 lumo_ha=-0.049 homo_energy_ev=-8.4
C -2.48908 1.50200 -2.48127
C -1.33207 1.10506 -2.58712
C -0.03047 0.62879 -3.29536
C 0.83182 1.63672 -3.99475
C 0.44407 3.16814 -3.97037
C 1.75706 4.05743 -4.00633
O 2.34870 4.37785 -5.00164
Cl 2.37823 4.65467 -2.37642
C 2.06892 1.07867 -4.70609
C 2.38970 -0.38196 -4.69553
C 1.52412 -1.40132 -3.93716
N 1.94928 -2.74160 -3.98162
C 1.06771 -3.49539 -3.22455
P 1.42213 -5.36856 -3.11870
C 1.36747 -6.09533 -4.85735
C 0.24560 -5.40961 -5.78163
C 3.22560 -5.52038 -2.56683
C 3.52260 -4.81245 -1.17173
C -0.16719 -3.00094 -2.49181
O -0.94104 -3.93380 -1.75594
C -0.27183 -3.99421 -0.43360
C -1.28779 -3.81765 0.82850
C -1.14961 -2.40624 1.56155
C -1.18201 -1.15037 0.58643
N -0.55828 -1.68852 -2.52007
C 0.31369 -0.86031 -3.24524
H -3.58118 1.75333 -2.39744
H -0.01786 3.34743 -2.94184
H -0.32505 3.46427 -4.73866
H 2.71813 1.83049 -5.23312
H 3.30297 -0.69129 -5.27624
H 1.27007 -7.22964 -4.82698
H 2.37716 -5.85230 -5.33954
H 0.61564 -4.36502 -6.01421
H 0.15533 -5.97555 -6.75357
H -0.72824 -5.33198 -5.20723
H 3.54286 -6.61273 -2.58370
H 3.85959 -4.98596 -3.35081
H 4.63607 -4.86077 -0.98534
H 2.96554 -5.39244 -0.36561
H 3.19656 -3.72818 -1.17460
H 0.21101 -5.02103 -0.35008
H 0.59444 -3.25449 -0.40047
H -2.37583 -3.96560 0.55689
H -1.00786 -4.62221 1.58556
H -2.05055 -2.31126 2.25716
H -0.23539 -2.33338 2.23196
H -2.05413 -1.22431 -0.14051
H -0.18534 -1.06740 0.04239
H -1.29238 -0.19056 1.19103
C 0.99171 8.17367 -2.71202
Br -0.75764 7.50347 -3.21013
Br 1.55368 9.63307 -3.85144
Br 1.06969 8.65262 -0.83712
H 1.69858 7.36153 -2.86283
C -2.74405 10.48149 -1.05432
Br -4.48570 9.80865 -1.56612
Br -2.17183 11.93749 -2.19371
Br -2.68120 10.96674 0.81998
H -2.03454 9.66917 -1.19612
C -2.61639 -7.08897 -1.50355
Br -2.06842 -8.86145 -0.93701
Br -4.54149 -6.95926 -1.69347
Br -1.91574 -5.70340 -0.33665
H -2.18793 -6.92423 -2.48987
C -4.65412 11.96588 4.11452
Br -6.22281 12.25844 3.01940
Br -3.86137 13.63394 4.69590
Br -5.02684 10.78784 5.60497
H -3.91942 11.46513 3.48964
C -5.96099 -7.86161 1.81349
Br -5.40676 -9.62763 2.38053
Br -7.88489 -7.73398 1.63688
Br -5.25191 -6.47974 2.97026
H -5.53890 -7.69676 0.82631
C 1.11700 -3.52115 5.22003
Br 1.93197 -4.34143 3.66627
Br 1.71767 -1.69694 5.46800
Br -0.81355 -3.63998 5.16639
H 1.44706 -4.08586 6.08779
C 5.54643 -1.11236 6.43019
Br 5.89875 -0.52487 4.61914
Br 6.30000 -2.86171 6.77836
Br 6.12463 0.19374 7.73626
H 4.46818 -1.20563 6.52966
C -2.04037 6.73221 1.30728
Br -1.47783 4.97649 1.89857
Br -3.96405 6.84985 1.12605
Br -1.34007 8.13381 2.44419
H -1.61700 6.88498 0.31705
C 4.00957 2.51691 10.84687
Br 5.65082 1.60883 11.32674
Br 4.33376 3.99673 9.64152
Br 2.68939 1.28903 10.14038
H 3.59807 2.93519 11.76136